1.
Entry from the Open Molecules 2025 dataset: a structure of composition C10H30Be2N2O16 at a distorted geometry (ωB97M-V with the def2-TZVPD basis set).

The geometry in XYZ format:
```
60
Properties=species:S:1:pos:R:3:forces:R:3
Be 0.7374 -2.0468 3.3084 1.04 0.96 -2.42
Be 3.7017 -0.4185 -0.5263 -3.48 3.95 1.03
N 3.0455 0.6151 2.7114 0.60 0.32 -0.25
O 3.3282 1.6997 3.1635 -0.35 -0.78 -0.40
O 3.7610 0.0501 1.8503 0.41 -0.74 -0.85
O 1.9767 0.0424 3.1012 -1.90 -1.42 1.03
N 0.7110 -0.5815 -0.0041 -2.03 1.63 1.58
O -0.2761 0.0821 -0.3955 2.39 -1.89 0.49
O 0.5651 -1.4022 0.9263 0.43 -0.71 -0.13
O 1.8769 -0.2848 -0.4400 1.63 -0.65 -0.72
C -2.1345 3.5110 -0.0047 0.38 1.21 -0.50
C -1.3941 2.9385 1.2007 -1.81 0.87 -0.43
O -1.4003 3.8476 2.2988 0.03 -0.89 -0.03
O -3.5431 3.2788 0.0695 0.41 -0.92 0.35
H -1.6315 3.0930 -0.8840 -0.57 -0.18 -0.32
H -2.0258 4.5956 -0.0532 0.55 0.03 0.09
H -0.3786 2.6699 0.9279 0.17 -0.03 0.10
H -2.0474 2.0752 1.3601 0.64 -0.43 0.66
H -2.1491 3.5859 2.8456 0.07 0.37 0.11
H -4.0381 3.9516 -0.4035 0.21 0.11 -0.03
C 3.9591 2.2623 -2.2870 -0.62 -1.01 1.52
C 3.9063 2.8121 -0.8909 -0.27 1.16 0.73
O 4.5273 1.8414 -0.0160 0.12 -1.43 -0.70
O 3.0306 1.1416 -2.1897 1.14 -1.43 0.13
H 4.9707 1.8517 -2.3449 0.02 0.37 -0.93
H 3.6036 2.9042 -3.0857 0.43 0.29 0.11
H 2.9240 2.9405 -0.4312 -0.36 0.24 -0.96
H 4.4181 3.7779 -0.8380 0.27 -0.23 0.11
H 4.2581 2.0409 0.8940 0.26 -0.25 0.02
H 2.6704 0.9373 -3.0659 0.02 -0.17 0.19
C -3.3418 -0.4992 0.9764 -0.47 0.87 1.40
C -3.9504 0.0674 -0.2959 1.26 -0.66 -0.87
O -4.6656 -0.8935 -1.0353 -0.73 -0.02 0.52
O -2.6824 -1.7503 0.8883 0.30 -0.03 -0.17
H -4.1332 -0.5520 1.7352 -0.12 -0.57 -0.27
H -2.6611 0.2223 1.4375 0.08 0.18 -0.40
H -3.1595 0.3911 -0.9918 0.27 0.37 0.38
H -4.5232 0.9482 -0.0177 -0.39 -0.17 -0.24
H -4.2253 -1.7483 -0.9397 0.00 0.14 -0.05
H -1.7411 -1.5434 0.8675 -0.11 -0.22 -0.31
C -1.2838 0.8476 -3.9026 1.12 1.44 -0.17
C 0.1052 1.4673 -3.6786 -0.67 0.83 1.18
O 0.2476 1.9687 -2.3283 -0.36 -0.47 0.04
O -1.3391 -0.4072 -3.2929 -0.92 -1.20 -0.98
H -1.4923 0.8583 -4.9770 0.33 -1.21 -0.06
H -2.0765 1.5477 -3.6105 0.21 -0.06 0.88
H 0.2964 2.3187 -4.3305 -0.02 -0.11 -0.10
H 0.8989 0.7291 -3.7458 -0.03 -0.58 -0.93
H 0.0637 1.2106 -1.7320 0.20 1.03 -0.52
H -0.9352 -0.5114 -2.4349 0.01 0.75 0.21
C 0.7240 -6.2581 3.0951 0.09 0.73 0.12
C 0.2203 -5.6465 1.7709 0.25 -1.51 0.71
O 0.2626 -4.2051 1.7323 0.29 0.72 0.41
O -0.3311 -6.3847 4.0045 0.10 0.37 0.35
H 1.4432 -5.5190 3.4785 -0.13 0.05 0.36
H 1.3262 -7.1640 3.0128 -0.33 -0.18 -0.51
H -0.8098 -5.9895 1.6931 -0.09 0.36 -0.36
H 0.8324 -6.0495 0.9623 -0.09 0.24 -0.15
H 0.7547 -4.0318 0.9231 -0.06 0.63 0.04
H -0.7771 -7.2358 3.9388 0.17 -0.08 -0.06
```
Forces are in eV/Å.

Calculated values
HOMO in eV: -13.94
Charge: +2
Spin multiplicity: 1
Lowest unoccupied orbital energy in eV: -11.5
Relative energy (zero: lowest compared OMol25 entry of this formula, charge and spin) in kJ/mol: 0.0
F_max in Eh/bohr: 0.1043

***

2.
Entry from the Open Molecules 2025 dataset: a structure of composition C10H30ClO5S2 at a distorted geometry (ωB97M-V with the def2-TZVPD basis set).

The geometry in XYZ format:
```
48
Properties=species:S:1:pos:R:3:forces:R:3
Cl 0.9574 -0.2160 0.1882 1.01 -3.23 1.02
C 4.9084 2.4080 -1.5498 -3.14 0.94 2.01
C 3.6634 1.4390 -1.3348 1.11 2.77 -1.15
O 3.1884 1.6440 -0.0648 -1.30 0.06 1.87
H 5.1124 2.4530 -2.5628 0.28 0.33 -2.26
H 5.7954 2.1080 -1.0948 1.45 -0.49 1.29
H 4.5614 3.4620 -1.1568 0.81 -2.02 -0.76
H 3.9264 0.3440 -1.4128 -0.42 1.03 -1.01
H 2.9364 2.0050 -2.0918 1.81 -1.97 1.26
H 2.3464 1.0910 0.1612 1.74 0.49 -0.69
C -2.2086 2.2040 2.0172 1.67 -2.37 3.63
C -0.6576 2.0070 2.0282 -0.12 -4.20 -0.66
O -0.1046 2.0370 0.7192 -4.81 5.08 2.25
H -2.5116 2.0350 3.1962 0.43 1.19 -2.94
H -2.7856 1.4320 1.4642 0.73 0.91 -0.11
H -2.0426 3.1640 1.6532 -2.12 2.16 -0.71
H -0.4106 1.0920 2.6522 -0.06 0.18 -1.26
H -0.0516 2.6870 2.4912 0.36 2.74 2.07
H 0.5204 1.4070 0.5822 2.66 -3.22 -0.10
C -2.1056 -2.2370 -1.3508 1.66 -2.73 1.56
C -2.6196 -3.7070 -1.0438 2.25 0.41 -3.13
O -1.5896 -4.5750 -0.6448 -0.28 -1.02 2.14
H -2.9156 -1.6420 -1.3218 -3.32 1.99 -1.49
H -1.5276 -2.3310 -2.2238 0.46 0.75 -1.30
H -1.5646 -1.5830 -0.6108 0.50 -1.81 -0.09
H -3.0356 -4.3400 -1.8528 -0.18 1.56 -1.00
H -3.4436 -3.6100 -0.4628 -2.32 -0.11 2.60
H -2.0546 -5.2910 -0.1388 1.15 0.76 -0.52
C 0.1854 3.2520 -1.5798 -3.54 -0.57 -5.80
S -0.2986 1.4690 -1.7428 -2.51 1.45 -2.83
O -1.4486 1.5380 -2.8118 2.00 -0.24 1.17
C 1.1924 0.7970 -2.5138 -4.56 -2.30 -1.10
H -0.5816 3.7480 -1.0568 -1.01 0.44 0.47
H 0.4034 3.7810 -2.6098 -0.99 -1.35 1.46
H 1.0224 3.3750 -1.1338 5.67 0.37 3.66
H 0.7594 0.1400 -3.3468 0.74 -0.25 1.89
H 1.8954 0.5870 -1.7778 0.01 -2.00 0.64
H 1.6864 1.4320 -3.0648 1.98 4.15 -3.21
C -0.1676 -2.0200 3.2802 1.08 -2.15 4.05
S -0.4686 -2.9660 1.8252 0.09 -2.96 0.97
O -0.2926 -4.3850 2.3472 -0.13 0.38 -0.81
C -2.2476 -2.6940 1.8012 -1.35 -1.67 -0.73
H -0.9576 -2.2780 4.1392 1.24 1.36 -2.18
H 0.0884 -1.1050 2.8552 -0.56 2.57 0.12
H 0.8394 -2.2720 3.8892 -1.96 -0.16 -2.05
H -2.8076 -3.1970 2.6412 1.00 0.63 -0.50
H -2.7416 -3.0390 0.8362 1.26 0.45 1.91
H -2.3476 -1.6500 1.7902 -0.47 1.68 0.33
```
Forces are in eV/Å.

Calculated values
HOMO in eV: -4.65
Charge: -1
Spin multiplicity: 1
Lowest unoccupied orbital energy in eV: 2.8
Relative energy (zero: lowest compared OMol25 entry of this formula, charge and spin) in kJ/mol: 372.1
F_max in Eh/bohr: 0.1429

***

3.
Entry from the Open Molecules 2025 dataset: a structure of composition C10H30Cr2HgO10S at a distorted geometry (ωB97M-V with the def2-TZVPD basis set).

The geometry in XYZ format:
```
54
Properties=species:S:1:pos:R:3:forces:R:3
Hg 1.2612 -3.3378 0.7422 0.33 -1.34 -0.35
Cr -0.6701 -0.5784 -1.3447 -0.21 0.77 0.40
Cr 2.4209 0.2933 -0.2541 -4.14 -0.03 0.07
C 0.9644 2.1598 -3.8185 0.83 0.96 0.32
C 0.7777 2.3913 -2.3011 -0.52 -1.20 -0.87
O 0.7069 1.1689 -1.5832 0.89 -1.93 1.47
H 1.0646 3.1494 -4.2644 0.09 0.13 -0.16
H 0.1228 1.7128 -4.3477 -0.20 -0.19 0.55
H 1.8693 1.6172 -4.0921 0.08 -0.15 0.19
H -0.1703 2.9287 -2.2753 -0.20 0.06 0.67
H 1.5228 2.9755 -1.7610 0.26 0.52 -0.75
S -2.0348 -3.1034 0.0343 -4.81 -2.22 1.32
O -0.8505 -3.9088 0.1429 2.26 -2.89 -0.26
O -1.7830 -2.1111 -0.9598 0.99 3.56 -5.63
O -3.3016 -3.7963 -0.2206 2.35 0.45 0.16
O -2.0974 -2.2829 1.2217 -0.47 1.53 3.95
O 0.8391 -1.1690 0.1408 1.81 2.38 -0.23
H 0.4195 -0.9825 1.0032 0.11 0.09 -0.18
C 1.0724 -1.3940 4.2094 -1.39 -0.11 1.10
C 0.3444 -2.7748 3.9206 4.06 1.30 0.46
O -0.0356 -2.7130 2.5675 0.40 -0.31 1.49
H 1.9154 -1.1099 3.5797 -0.32 -0.52 -0.79
H 1.5279 -1.2885 5.1941 -0.34 -0.45 0.38
H 0.2798 -0.6469 4.1677 0.19 0.45 -0.17
H -0.2901 -3.1455 4.7257 -0.93 0.57 -0.62
H 1.2017 -3.4427 4.0044 -0.14 -0.68 -0.35
H -0.9807 -2.6104 2.4337 -1.39 -0.03 -0.81
C 1.4549 3.5150 2.0095 -0.78 -1.37 -0.80
C 1.2246 2.0096 2.3837 -0.25 1.82 -0.65
O 2.2822 1.2082 1.7704 0.71 -0.55 -0.10
H 0.5529 4.0987 2.1930 0.16 0.04 0.68
H 1.4905 3.5596 0.9210 0.43 0.01 -0.19
H 2.3567 3.9568 2.4334 -0.22 -0.11 0.15
H 0.3257 1.5880 1.9339 -0.15 0.37 0.12
H 1.1476 1.9505 3.4694 0.50 -0.72 -0.07
H 2.9568 0.9704 2.4107 0.08 0.10 0.31
C -0.7370 -2.1478 -4.8064 0.34 -1.36 0.49
C 0.5559 -1.5028 -4.3880 -1.34 0.80 -1.27
O 0.5414 -1.4846 -2.9265 0.70 0.02 -0.80
H -1.5833 -1.5859 -4.4113 -0.06 -0.19 -0.03
H -0.6554 -3.1353 -4.3523 -0.78 -0.13 0.22
H -0.8822 -2.3737 -5.8628 0.30 0.61 -0.09
H 0.5169 -0.4997 -4.8128 0.49 0.38 0.54
H 1.4336 -1.9867 -4.8165 0.05 -0.30 0.56
H 1.4590 -1.2907 -2.7215 0.07 0.05 0.42
C -2.1018 2.6775 0.7672 -0.30 0.16 -0.46
C -2.5633 1.2664 1.1781 -1.11 1.08 0.89
O -1.8508 0.2279 0.6054 2.42 0.46 -2.00
H -1.9636 2.7497 -0.3116 0.21 -0.30 -0.15
H -1.2246 3.1204 1.2388 0.28 -0.67 0.12
H -2.8472 3.4531 0.9434 -0.49 -0.39 0.29
H -3.6062 1.1002 0.9084 -0.20 0.47 -0.14
H -2.5498 1.1380 2.2604 0.16 0.24 0.22
H -1.8300 -0.5838 1.1176 -0.83 -1.23 0.39
```
Forces are in eV/Å.

Calculated values
HOMO (spin up / spin down) in eV: -10.81 / -11.17
Charge: +1
Spin multiplicity: 10
Lowest unoccupied orbital energy (spin up / spin down) in eV: -5.9 / -5.5
F_max in Eh/bohr: 0.1309

***

Number 1: total energy -47365.572 eV. Number 2: total energy -55279.544 eV. Number 3: total energy -103175.181 eV.